Entry 1:
ORCA calculation (ωB97M-V with the def2-TZVPD basis set) on 2 unconnected molecules or ions with the total composition C3H10N2O.

As for the energy relative to the best compared isomer or geometry (same formula, charge and spin): 1.6915 eV. The calculation puts the HOMO energy at -8.78 eV. For the max |F|, the calculation gives 0.785 eV Å⁻¹. The SMILES is C=CN.NCO. As for the lowest unoccupied orbital energy: 0.0384 Eh. For the gap between HOMO and LUMO, the calculation gives 9.8211 eV.

Structure (XYZ):
```
16
C3H10N2O (ωB97M-V with the def2-TZVPD basis set)
C 1.892 -0.364 1.268
C 1.762 0.945 1.102
N 0.549 1.631 0.925
H 2.883 -0.783 1.200
H 1.019 -0.986 1.392
H 2.588 1.640 1.128
H -0.251 1.119 1.282
H 0.538 2.526 1.400
N -0.551 -0.932 -1.722
C -1.911 -0.729 -1.258
O -1.927 0.052 -0.092
H 0.057 -1.205 -0.955
H -0.536 -1.710 -2.373
H -2.472 -0.217 -2.048
H -2.438 -1.669 -1.058
H -1.202 0.684 -0.190
```

natural (NBO) population analysis, charges in e, atoms 1 to 2: -0.522, 0.019


Entry 2:
ORCA calculation (ωB97M-V with the def2-TZVPD basis set) on 2 unconnected molecules or ions with the total composition C3H10N2O in a non-equilibrium geometry.

As for the energy relative to the best compared isomer or geometry (same formula, charge and spin): 2.2455 eV. The calculation puts the HOMO energy at -8.91 eV. For the max |F|, the calculation gives 1.454 eV Å⁻¹. The SMILES is C=CO.NCN. As for the lowest unoccupied orbital energy: 0.0367 Eh. For the gap between HOMO and LUMO, the calculation gives 9.9098 eV.

Structure (XYZ):
```
16
C3H10N2O (ωB97M-V with the def2-TZVPD basis set)
C -1.567 2.587 -0.216
C -1.062 1.655 0.588
O -1.750 0.915 1.519
H -0.995 2.827 -1.097
H -2.628 2.796 -0.117
H -0.005 1.430 0.538
H -2.115 1.506 2.185
N -0.126 -0.949 -0.408
C 1.261 -1.168 0.008
N 1.978 -2.024 -0.961
H -0.151 -1.298 -1.367
H -0.718 -1.637 0.051
H 1.769 -0.206 -0.055
H 1.278 -1.636 0.996
H 2.963 -1.793 -0.932
H 1.867 -3.005 -0.733
```

natural (NBO) population analysis, charges in e, atoms 1 to 2: -0.522, 0.179


Entry 3:
ORCA calculation (ωB97M-V with the def2-TZVPD basis set) on a molecular structure, C3H10N2O in a non-equilibrium geometry.

As for the energy relative to the best compared isomer or geometry (same formula, charge and spin): 4.2448 eV. The calculation puts the HOMO energy at -7.55 eV. For the max |F|, the calculation gives 1.223 eV Å⁻¹. As for the lowest unoccupied orbital energy: 0.0199 Eh. For the gap between HOMO and LUMO, the calculation gives 8.0876 eV.

Structure (XYZ):
```
16
C3H10N2O (ωB97M-V with the def2-TZVPD basis set)
C 1.419 0.189 1.094
C 0.785 0.367 -0.064
N 1.255 -0.418 -1.258
N 0.968 0.755 2.297
H 2.396 -0.282 1.236
H -0.474 0.184 -0.330
H 1.798 0.156 -1.887
H 1.841 -1.192 -0.977
H 0.374 -0.753 -1.677
H -0.022 0.937 2.310
H 1.223 0.154 3.073
C -2.650 -0.283 -0.667
O -1.325 -0.311 -1.135
H -2.780 -1.020 0.129
H -2.915 0.726 -0.337
H -3.305 -0.536 -1.505
```

natural (NBO) population analysis, charges in e, atoms 1 to 2: -0.051, -0.292